{"formula": "CH2N4O2", "method": "wB97M-V/def2-TZVPD", "symbols": ["C", "H", "H", "N", "N", "N", "N", "O", "O"], "positions_angstrom": [[-0.352, 0.223, -0.110], [-1.752, -1.206, -0.307], [0.678, 1.985, 0.085], [-1.501, 0.742, -0.191], [0.738, 1.013, -0.145], [1.946, 0.374, 0.247], [1.761, -0.783, 0.163], [-2.405, -0.321, 0.358], [0.227, -1.122, -0.312]], "forces_ev_per_angstrom": [[1.8115, -1.7221, -1.8988], [-3.9199, 2.8912, 3.3710], [-0.0193, 0.2804, 0.2108], [-0.8806, -1.6124, 2.1498], [3.1573, 1.8034, 0.5257], [-3.3018, 2.3695, -1.3141], [-0.5329, -4.2106, -0.3658], [3.6310, -3.3692, -4.8752], [0.0546, 3.5698, 2.1966]], "spin_multiplicity": 1, "total_energy_ha": -408.55563, "homo_ev": -9.56, "e_lumo_ev": -0.384, "orbital_gap_ev": 9.17, "relative_energy_kcal_mol": 144.3}

{"formula": "C12H29GdN2O4P3", "method": "wB97M-V/def2-TZVPD", "symbols": ["Gd", "P", "P", "N", "N", "H", "H", "H", "C", "H", "C", "H", "H", "C", "C", "H", "C", "H", "H", "H", "H", "H", "O", "C", "C", "C", "H", "H", "H", "H", "H", "H", "H", "C", "H", "C", "O", "P", "O", "C", "O", "C", "H", "H", "H", "H", "H", "H", "H", "H", "H"], "positions_angstrom": [[0.762, 0.100, 0.105], [1.011, 3.010, -0.028], [2.575, -2.372, 0.389], [-0.987, 0.872, -0.860], [-0.343, -1.747, -0.674], [-2.720, 0.267, -1.921], [-2.416, -2.124, -0.695], [-2.804, -0.038, -0.183], [-2.126, -0.041, -1.049], [-1.724, -1.723, -2.297], [-1.671, -1.501, -1.216], [-1.800, 2.045, -2.442], [-0.606, -3.742, -1.184], [-0.793, 1.829, -1.917], [0.090, -3.009, -0.755], [-0.967, 3.766, -1.095], [-0.153, 3.164, -1.474], [0.328, 3.697, -2.303], [3.619, -2.737, -0.486], [2.905, -3.254, 1.483], [1.902, 3.900, -0.682], [0.467, 4.088, 0.761], [2.107, 0.667, -1.761], [1.860, 0.563, -3.032], [1.975, 1.771, -3.887], [1.510, -0.711, -3.618], [-0.075, 1.281, -2.465], [1.575, 2.718, -3.491], [3.070, 1.877, -4.005], [1.572, 1.602, -4.897], [1.016, -1.428, -2.933], [0.964, -0.615, -4.586], [2.526, -1.083, -3.816], [1.339, -3.460, -0.335], [1.538, -4.519, -0.465], [-2.566, 1.283, 4.930], [-1.617, 0.438, 4.222], [-1.509, 0.439, 2.556], [0.281, 0.327, 2.383], [1.199, 0.292, 3.496], [-1.842, -1.099, 2.078], [-1.390, -2.294, 2.751], [-3.467, 1.465, 4.325], [-2.111, 2.245, 5.197], [-2.853, 0.765, 5.855], [1.812, 1.196, 3.466], [0.610, 0.253, 4.414], [1.831, -0.598, 3.409], [-1.323, -2.117, 3.833], [-0.429, -2.653, 2.351], [-2.152, -3.056, 2.547]], "forces_ev_per_angstrom": [[1.5948, 1.0617, 0.5266], [-0.1373, 2.0807, -0.4995], [0.4037, -0.6813, 0.5597], [-1.8923, -0.0726, 1.2642], [-0.2737, -2.0029, -0.5119], [0.1528, -0.1794, 0.1952], [0.3542, -0.1666, -0.2807], [0.2285, 0.3794, -0.0965], [0.2964, 0.2623, 0.4879], [0.3486, -0.3221, 0.3715], [-0.7963, 0.0952, -0.3864], [1.8146, -0.4677, 0.4320], [0.2712, 0.1146, 0.0674], [-1.0280, 0.8618, -0.1375], [-0.6812, 0.0880, -0.1288], [-0.1736, 0.4025, -0.1124], [-0.8743, -0.6330, 0.2220], [-0.3146, -0.1778, 0.2788], [0.1349, 0.0662, 0.1737], [0.0380, 0.5469, -0.5000], [0.5333, -0.5078, 0.5693], [0.2024, -0.7877, -0.0960], [-0.6029, -0.6003, -3.1159], [-0.2329, 1.8833, 3.7590], [0.7130, -0.0079, -0.8441], [-0.3025, -1.0851, -0.8129], [0.2251, 0.2469, -2.2904], [0.3226, -0.7022, 0.1578], [-0.2407, 0.3035, -0.0517], [0.0943, 0.0354, 0.4289], [0.3483, 0.5422, -0.3132], [0.4947, -0.1402, 0.7933], [-0.1308, -0.4877, -0.3529], [-0.6886, -0.1151, -0.2784], [0.0406, 0.0878, 0.0191], [-0.4211, 0.3163, 0.0586], [0.4885, -0.4190, -1.9332], [0.2201, -0.4894, 1.5240], [-1.5811, -0.0597, 0.3785], [0.0455, 0.0258, 0.2306], [0.5804, 0.9753, 0.3884], [-0.2906, -0.2572, 0.2626], [0.3189, -0.1068, 0.1761], [0.0280, -0.3480, -0.1948], [0.1890, 0.0280, -0.4528], [-0.0768, -0.1302, 0.0952], [0.3206, 0.0158, 0.0059], [-0.1350, 0.1397, 0.0538], [0.0352, -0.1291, -0.3400], [-0.1986, 0.3360, 0.0906], [0.2347, 0.1817, 0.1592]], "spin_multiplicity": 9, "total_energy_ha": -2674.22806, "charge": 2, "homo_ev": [-14.39, -14.06], "e_lumo_ev": [-5.988, -8.449], "orbital_gap_ev": [8.40, 5.61], "s_squared": 20.34}